The following is a quantum chemistry calculation of C5H8N2O as an isolated structure, from the OMol25 dataset.

Atoms and positions in Å:
H: -1.97 -2.08 -1.59
C: 0.78 0.51 0.05
H: 1.10 -0.74 1.55
C: -2.19 -1.92 -0.53
C: -0.98 -1.33 0.15
O: -0.44 -1.90 1.08
H: 2.53 -0.03 0.88
H: 0.77 2.79 -1.29
H: -2.48 -2.87 -0.07
H: -0.98 0.79 -1.26
C: -0.39 0.40 -0.46
N: 2.06 2.91 0.28
H: 2.45 2.37 1.06
N: 1.54 0.02 1.03
C: 1.22 2.30 -0.42
H: -3.02 -1.22 -0.46

Its largest force on an atom is 7.6 eV/Å. As for the total energy: -379.9317 Eh. As for the relative energy (zero: lowest compared OMol25 entry of this formula, charge and spin): 98.21 kcal per mole.